48
Properties=species:S:1:pos:R:3:forces:R:3:lowdin_charge:R:1 method="wB97M-V/def2-TZVPD" e_lumo_ev=0.498 max_force_ha_per_bohr=0.0647 molar_mass_g_mol=336.400 homo_lumo_gap_ev=7.87 smiles="CC1=Nc2c(N)nc(N)nc2NC1(C)C.CNC(=O)CNC(C)=O"
N 3.2930 3.6087 1.8976 -0.2 -1.6 0.4 0.0461
N 0.3408 -3.5231 -0.7771 0.2 0.5 0.9 0.1721
H -1.3319 -0.7339 2.3232 -0.1 0.0 -0.1 0.0894
H 1.8292 -4.9978 -2.9861 0.5 -0.2 0.2 0.0992
N -1.2256 -2.6515 0.5922 -0.7 0.4 -1.1 0.1235
C -3.2714 -1.5549 -0.4360 1.7 -1.2 -2.6 -0.2401
C 0.7006 -3.7917 -2.0015 -0.1 -0.7 0.0 -0.5444
H -1.4631 -3.3784 -4.8264 -0.2 0.3 -0.1 0.1004
O 2.2470 5.5394 1.4063 -0.1 -0.4 0.1 0.0536
H 5.1632 5.5939 2.2456 0.2 0.0 0.0 0.0833
H 4.4545 6.5510 0.9242 0.0 -0.2 0.1 0.0871
O 0.1662 1.7539 1.3676 -0.3 0.0 0.7 0.0283
H 4.1857 3.1555 1.9982 -0.1 0.0 0.0 0.1403
H -0.4570 -2.5941 1.2489 -0.3 0.0 0.1 0.1412
C 2.7136 2.8535 -0.9218 -0.2 0.1 0.3 -0.0658
C 4.6168 5.5435 1.3058 -0.1 -0.1 0.0 0.0010
C 3.2752 4.8941 1.5480 -0.4 1.7 -0.5 -0.5918
H 1.4424 3.4553 2.8448 -0.1 -0.1 -0.2 0.1328
N 1.8236 -4.4797 -2.1206 2.1 -1.3 -0.1 0.1369
H 2.0311 -4.9635 -1.2598 0.4 -0.2 -0.3 0.0988
C -1.0622 -2.9374 -2.9578 -1.3 0.2 -1.4 -0.3888
C -2.0250 -0.5523 1.4963 -0.2 0.3 -0.3 -0.0326
C -4.5919 -0.8351 -0.3689 0.1 0.0 0.4 -0.0334
N 0.0564 -3.5938 -3.1174 0.5 0.2 -0.4 0.1636
H 2.3854 1.9746 2.8119 0.0 0.0 -0.1 0.1306
H -5.4000 -1.5269 -0.6221 0.0 0.1 0.0 0.0858
H -3.6065 -3.6277 1.3549 0.1 0.1 0.1 0.0904
C 2.0878 2.8380 2.2183 0.4 0.5 -0.5 -0.0498
H -4.1840 -2.1419 2.1402 0.0 -0.1 0.0 0.0776
N 1.5184 2.3653 -0.2375 0.9 0.3 -0.9 0.0425
H 5.1775 4.9635 0.5755 0.2 0.0 0.0 0.0779
H -2.6911 -2.4928 -3.9511 0.1 0.0 -0.5 0.0880
H 2.6897 2.5317 -1.9640 -0.1 0.0 0.2 0.0881
C -0.8164 -2.9099 -0.6842 -0.7 0.6 1.8 -0.2858
H -4.6028 -0.0114 -1.0887 0.0 -0.2 0.1 0.0855
C -1.6119 -2.5532 -1.7577 -0.2 0.3 0.9 -0.1603
H -2.8851 -0.0028 1.8882 0.1 0.0 0.0 0.0851
H -1.5268 0.0722 0.7514 0.1 0.0 0.3 0.0758
H 2.7361 3.9443 -0.9000 0.2 0.0 -0.1 0.0768
H -4.7800 -0.4282 0.6272 -0.1 0.0 -0.1 0.0681
N -2.8563 -1.8915 -1.6440 -0.3 0.5 2.3 0.1629
H -2.7052 -2.9316 2.7168 0.0 0.1 -0.1 0.0859
C -2.4539 -1.8649 0.8433 0.1 0.0 0.7 -0.4809
C -3.2917 -2.6903 1.8247 -0.4 0.0 -0.1 -0.0349
N -1.7135 -2.7095 -4.1125 -1.2 0.4 -0.6 0.1410
H 0.7952 1.9767 -0.8245 0.0 0.0 0.2 0.1429
H 3.6129 2.4480 -0.4574 0.0 0.1 -0.1 0.0781
C 1.2109 2.3068 1.0660 -0.4 -0.3 0.3 -0.4722

13
Properties=species:S:1:pos:R:3:forces:R:3:lowdin_charge:R:1 method="wB97M-V/def2-TZVPD" e_lumo_ev=0.986 max_force_ha_per_bohr=0.0351 molar_mass_g_mol=101.174 homo_lumo_gap_ev=9.85 smiles=C1NC[C@H]2S[C@H]12
H 0.8139 1.9378 0.3474 0.5 -0.2 -0.9 0.1163
S 0.1222 -1.1725 1.4611 -0.3 0.2 0.0 0.8888
H -1.0637 0.8566 0.8304 0.5 -0.6 0.2 0.1033
C -0.7639 -0.0805 0.3307 0.0 0.3 -0.6 -0.5449
C -1.1135 0.1604 -1.1405 -1.6 -0.2 0.6 -0.2219
H 0.2272 1.0321 -2.4071 0.2 0.2 0.1 0.1021
C 1.0008 1.2013 -0.4732 0.0 -0.7 1.1 -0.1819
H -1.0808 -0.7301 -1.7566 0.1 -0.2 -0.2 0.1079
H -2.0980 0.6318 -1.2388 0.0 -0.3 0.0 0.1050
N -0.0949 1.1736 -1.4600 0.1 0.8 -1.0 -0.0727
H 0.9329 -0.9031 -0.7025 0.0 -0.6 -0.7 0.0769
H 1.9724 1.3197 -0.9830 -0.4 0.1 0.4 0.1146
C 0.7108 -0.2146 0.0751 0.8 1.2 1.1 -0.5937

90
Properties=species:S:1:pos:R:3:forces:R:3:lowdin_charge:R:1 method="wB97M-V/def2-TZVPD" e_lumo_ev=0.522 max_force_ha_per_bohr=0.0946 molar_mass_g_mol=624.630 homo_lumo_gap_ev=11.15 smiles="CCOC(=O)OC.CCOC(=O)OC.CCOC(=O)OC.CCOC(=O)OC.CCOC(=O)OC.CCOC(=O)OC"
H 3.8212 -7.5360 9.8690 -0.2 -0.3 -0.2 0.0773
H 2.5021 0.4008 -9.7556 -0.2 0.0 -0.2 0.0829
C -3.0770 -7.2886 -0.3343 -0.8 -0.4 -0.6 -0.0148
O 6.2719 -7.8140 9.2297 0.6 0.0 0.3 -0.0078
H 4.2541 -5.9690 9.2743 0.2 0.0 0.0 0.0668
C 4.0265 -6.9849 8.9513 0.5 0.3 0.0 -0.0725
H 2.2392 2.8249 -9.8377 0.6 -0.1 -0.5 0.1333
H 1.1398 6.7491 -7.0151 0.3 0.1 0.2 0.1021
H -6.1199 -2.3877 -5.3160 -0.6 -0.3 -0.6 0.1227
C 5.2539 -7.5905 8.2234 -0.9 2.1 1.1 -0.1818
C 1.5596 -4.1558 -1.7215 0.4 1.7 -0.2 -0.0794
H -3.3125 -2.1308 -6.3364 -0.1 0.4 -0.3 0.0799
C -5.6842 -3.9851 -10.5995 0.6 -1.3 0.5 -0.0242
H -5.0257 -3.7096 -5.8297 -0.4 -0.1 -0.3 0.1226
O -2.1597 -6.3199 -0.9169 -4.8 0.0 -0.5 0.0447
O -3.4180 10.3850 2.9407 1.1 0.2 -1.3 -0.0010
O 3.1117 5.0459 -8.3088 -2.8 -2.4 2.9 0.0680
H 0.8755 -3.3312 -1.5212 -0.1 0.0 0.4 0.0830
O -5.9420 -3.1433 -9.4534 -0.7 0.5 -1.5 0.0189
H -5.3613 10.0886 2.8087 0.0 0.4 -0.3 0.0928
H 1.4876 -5.5031 -0.0460 -0.9 0.3 0.4 0.1309
C 8.7405 -6.6562 11.4884 -0.2 0.2 -0.9 -0.0101
H -0.5792 9.3169 6.6551 0.6 0.0 0.2 0.0794
C 1.1223 -5.4018 -1.0680 1.0 -1.4 -0.7 -0.2492
H 0.6839 10.4275 5.8741 0.1 -0.6 0.3 0.0888
O 1.4707 4.7368 -6.6644 0.8 -1.1 -0.5 -0.0092
H -0.3580 9.3124 4.9388 0.4 0.1 -0.1 0.0819
H -4.7765 9.5763 4.2855 0.4 0.4 0.6 0.0955
H -2.2090 2.6295 1.0489 -0.1 -0.1 -0.2 0.0698
C -2.2150 10.6089 3.4913 -0.2 -0.3 0.0 -0.5850
O 7.9011 -7.4020 10.5644 0.1 0.0 0.9 -0.0081
H 0.1299 -1.7207 2.8307 0.0 0.1 -0.1 0.0910
O 0.1226 2.2870 1.9141 -0.5 0.1 0.5 0.0129
H 0.7396 6.0735 -5.3918 -0.3 0.1 -0.3 0.0927
O -5.9022 -2.5743 -7.3677 -0.5 -0.3 -0.9 0.0314
H 0.3905 -0.8366 4.3130 0.4 0.6 -0.2 0.0960
H -6.2070 -3.6236 -11.4849 0.1 0.4 0.5 0.0951
C 2.3127 4.3398 -7.6244 1.8 0.6 -3.5 -0.4640
O -1.0274 1.6901 3.8642 2.2 -0.6 -3.3 0.0786
O -2.3727 10.7662 4.8010 -0.7 0.1 0.7 0.0214
C -0.3230 1.4436 2.8525 -1.8 1.0 2.1 -0.5492
H 8.1460 -6.1956 12.2774 0.0 -0.2 0.0 0.0970
H 2.6090 0.3911 -8.0466 -0.1 0.2 0.3 0.0836
H -1.1946 -0.9573 3.6808 -0.2 0.7 -0.5 0.0946
H 3.7409 2.3830 -8.9024 0.0 0.2 -0.3 0.1339
C 7.0120 -6.7999 9.7922 -0.6 1.6 -2.4 -0.5427
H -4.9972 11.3631 3.9646 0.5 0.0 0.2 0.0996
H 3.1429 -6.8800 8.3218 0.0 -0.4 -0.1 0.0725
H -5.9961 -5.0148 -10.4248 -0.8 0.1 0.4 0.0916
C -0.9499 -6.4000 -0.5644 2.2 -1.8 -0.3 -0.6661
H 2.3727 6.3868 -5.7023 0.4 0.0 -0.7 0.0983
H 9.4629 -7.3789 11.8680 -0.3 0.0 0.1 0.0932
O 2.0679 2.9897 -7.8932 -0.7 3.3 3.3 -0.0101
C -5.2930 -3.3007 -8.3263 0.4 -1.5 1.2 -0.5956
H -1.7070 11.3911 6.6262 -0.4 -0.3 -0.1 0.1277
H 2.5280 -3.8602 -1.3177 0.1 0.0 -0.2 0.0827
O -0.2656 -5.5251 -1.3085 -0.3 0.2 1.2 0.0500
C -4.2310 -1.7345 -5.9035 0.1 0.5 0.6 -0.0740
O 0.1422 0.2498 2.4803 -0.5 -0.1 1.0 0.0096
H 5.6072 -6.8393 7.5170 0.2 -0.2 -0.2 0.1164
C -4.6589 10.4003 3.5817 -1.2 -0.9 0.0 -0.0700
C 1.4577 6.0846 -6.2117 -0.2 0.1 0.6 -0.0387
H 9.2827 -5.8760 10.9543 -0.1 0.0 0.0 0.0919
H -2.4556 4.3341 1.0654 0.4 0.3 -0.3 0.0728
H 1.0804 0.9042 -8.8009 0.1 0.0 -0.1 0.0885
H 0.3992 4.1141 1.2505 -0.2 -0.1 -0.5 0.1124
H -3.2040 -7.2253 0.7464 0.3 0.4 -0.2 0.0997
O 6.9438 -5.5980 9.4928 0.0 -2.8 1.1 0.0899
C -5.3881 -2.7072 -6.0578 1.4 0.7 1.2 -0.2280
C 2.6538 2.3290 -8.9600 0.4 0.9 -0.9 -0.2816
C 2.1672 0.9469 -8.8737 0.1 -1.7 -0.3 -0.0797
H -4.0362 -7.1763 -0.8396 0.0 0.9 0.2 0.0897
H -0.7135 11.8904 5.3083 -0.4 0.3 -0.4 0.1211
O -4.3787 -4.0743 -8.1288 -0.3 0.6 -0.3 0.1146
C -1.2933 11.0451 5.6790 0.8 1.6 -0.5 -0.2281
H -4.6352 -4.2130 -10.7886 0.3 1.1 0.0 0.0911
H -4.0120 -1.4560 -4.8727 0.0 -0.7 0.4 0.0724
H 1.6009 -6.2464 -1.5637 0.1 -0.2 -0.1 0.1282
O -0.5604 -7.2906 0.1502 1.4 0.6 0.7 0.1229
C -0.4297 3.6035 1.7407 -0.1 0.8 -0.7 -0.1856
O -1.1963 10.6046 2.8490 -0.6 0.2 0.6 0.1415
C -1.7150 3.5734 0.8184 1.4 -0.8 1.4 -0.0342
H -2.9077 -8.3342 -0.5913 1.2 0.1 0.1 0.0949
H -1.3407 3.5426 -0.2048 -0.6 0.3 0.0 0.0722
H 1.5961 -4.1664 -2.8108 0.2 -0.5 0.0 0.0827
H -0.4929 4.2033 2.6486 -0.6 -0.7 0.5 0.1169
C -0.2965 9.9545 5.8175 -0.4 -1.1 0.1 -0.0657
H -4.5577 -0.7495 -6.2370 0.3 -0.1 -0.9 0.0814
H 4.9656 -8.5040 7.7033 0.7 -0.2 0.4 0.1181
C -0.1586 -0.8194 3.3715 0.1 -1.5 0.3 -0.0577